Entry from the Open Molecules 2025 dataset: a cluster of 26 separate species, C13H65BrNO29PS in total (ωB97M-V/def2-TZVPD).

The geometry in ORCA input format:
```
! wB97M-V def2-TZVPD RIJCOSX def2/J DEFGRID3
* xyz 0 1
C 3.130 -0.070 3.914
C 3.269 -0.895 2.663
C 3.763 -2.197 2.758
C 3.882 -2.987 1.626
C 3.524 -2.508 0.379
C 3.039 -1.212 0.273
C 2.908 -0.412 1.402
C 2.320 0.982 1.186
C 0.808 0.885 1.118
O 0.097 1.618 0.483
O 0.331 -0.147 1.858
C -1.064 -0.269 2.005
C -1.247 -1.470 2.952
C -0.602 -2.761 2.466
O -1.561 -3.468 1.681
N -1.635 0.919 2.653
C -2.828 1.083 2.754
S -4.386 1.134 2.943
P -2.043 -0.701 0.425
O -2.458 0.724 -0.257
Br -0.414 -1.474 -0.925
H 4.031 0.517 4.100
H 2.286 0.619 3.843
H 2.952 -0.688 4.792
H 4.026 -2.592 3.732
H 4.247 -4.003 1.711
H 3.608 -3.138 -0.498
H 2.751 -0.832 -0.701
H 2.699 1.394 0.258
H 2.558 1.636 2.024
H -0.741 -1.176 3.874
H -2.305 -1.666 3.125
H -0.316 -3.358 3.338
H 0.306 -2.590 1.880
H -1.173 -4.297 1.383
H -3.320 0.580 -0.685
O -1.446 1.563 6.128
H -1.545 1.360 5.192
H -0.497 1.514 6.287
O 4.480 2.710 -0.431
H 5.056 2.581 -1.191
H 4.659 3.612 -0.138
O 3.220 5.354 -0.824
H 2.359 5.762 -0.691
H 3.068 4.677 -1.491
O -0.820 -4.922 -2.380
H -0.210 -4.859 -3.123
H -0.741 -4.069 -1.941
O -4.565 2.440 -1.418
H -4.563 2.568 -0.464
H -3.670 2.677 -1.701
O -3.509 -2.840 -1.750
H -3.367 -2.846 -2.703
H -2.634 -2.669 -1.379
O 2.851 -0.908 7.002
H 1.938 -0.690 7.214
H 3.061 -1.650 7.579
O -2.092 -0.079 -3.248
H -2.673 0.517 -3.741
H -1.851 0.419 -2.460
O -8.091 1.313 2.184
H -8.180 1.101 1.249
H -7.148 1.249 2.358
O -3.663 0.650 -5.703
H -3.007 0.303 -6.322
H -4.460 0.755 -6.234
O 4.565 -5.947 0.970
H 5.256 -6.555 1.254
H 4.084 -6.431 0.291
O -4.450 4.197 5.245
H -4.064 3.552 4.644
H -5.297 4.419 4.845
O 1.555 3.021 4.940
H 0.838 3.620 5.177
H 1.156 2.399 4.324
O -4.935 -5.221 -0.208
H -5.683 -4.843 0.262
H -4.557 -4.477 -0.696
O 6.368 -0.205 1.259
H 5.493 -0.617 1.286
H 6.359 0.384 2.022
O 4.235 -4.365 5.180
H 4.906 -4.987 5.479
H 3.753 -4.844 4.497
O -1.256 1.252 -7.395
H -0.662 1.301 -8.149
H -1.121 2.092 -6.937
O 0.536 -1.849 -4.396
H -0.227 -1.460 -3.950
H 0.908 -1.119 -4.899
O 7.716 -2.553 -0.064
H 7.047 -2.059 0.428
H 8.093 -1.894 -0.652
O 6.486 -0.288 4.159
H 7.400 -0.578 4.070
H 6.411 -0.017 5.081
O -1.805 2.639 -2.250
H -1.305 2.861 -1.453
H -1.140 2.587 -2.946
O -5.966 1.732 -8.028
H -6.705 2.109 -7.538
H -5.576 2.486 -8.484
O -7.786 2.290 -10.362
H -7.123 1.623 -10.149
H -8.266 1.935 -11.117
O -0.129 3.927 -7.314
H 0.469 3.993 -8.064
H -0.011 4.754 -6.836
O -2.461 5.688 -2.218
H -2.835 4.820 -2.407
H -2.676 5.850 -1.295
*
```

Calculated values
calculated total energy	-165571.768	eV
HOMO-LUMO gap	8.3	eV
highest occupied orbital energy	-8.908	eV

=====

Entry from the Open Molecules 2025 dataset: a structure of composition C54H43AsBr2N6O5S2Ti (ωB97M-V/def2-TZVPD).

The geometry in ORCA input format:
```
! wB97M-V def2-TZVPD RIJCOSX def2/J DEFGRID3
* xyz 0 1
Ti 0.535 -0.750 0.243
N 3.228 0.069 0.381
C 3.349 0.888 1.596
C 2.414 2.102 1.581
C 0.979 1.701 1.245
O 0.034 2.040 1.931
O 0.853 1.018 0.146
H 3.885 -0.706 0.474
H 3.510 0.626 -0.429
H 4.384 1.241 1.737
H 3.092 0.257 2.450
H 2.738 2.827 0.829
H 2.435 2.586 2.558
C 0.656 -0.244 -4.115
C -0.412 -1.009 -4.557
C -1.207 -1.663 -3.637
C -0.952 -1.519 -2.270
C 0.121 -0.744 -1.792
C 0.926 -0.138 -2.757
C -1.752 -2.216 -1.260
C -3.083 -2.645 -1.489
C -3.759 -3.302 -0.503
C -3.099 -3.607 0.706
C -3.698 -4.356 1.736
C -3.000 -4.645 2.876
C -1.675 -4.204 3.027
C -1.062 -3.476 2.043
C -1.764 -3.138 0.865
N -1.146 -2.416 -0.098
H 1.279 0.274 -4.830
H -0.610 -1.109 -5.615
H -2.003 -2.309 -3.982
H 1.787 0.443 -2.439
H -3.567 -2.417 -2.425
H -4.789 -3.608 -0.631
H -4.711 -4.706 1.598
H -3.455 -5.227 3.663
H -1.126 -4.452 3.923
H -0.036 -3.143 2.141
Br -0.676 -0.901 4.893
C -1.820 -0.160 3.594
C -3.031 0.394 4.001
C -3.888 0.927 3.074
Br -5.544 1.639 3.677
C -3.570 0.936 1.700
C -4.386 1.456 0.679
C -3.948 1.400 -0.618
C -2.704 0.810 -0.896
N -1.920 0.313 0.029
C -2.327 0.369 1.306
C -1.419 -0.199 2.263
O -0.319 -0.727 1.852
H -3.280 0.390 5.052
H -5.341 1.897 0.929
H -4.543 1.802 -1.423
H -2.350 0.731 -1.917
N 1.397 -7.459 5.187
C 1.884 -6.241 4.791
C 1.192 -5.066 5.111
C 1.610 -3.852 4.609
C 2.723 -3.794 3.789
C 3.453 -4.935 3.507
C 3.040 -6.154 4.006
S 3.137 -2.230 3.039
O 2.898 -1.176 3.981
O 4.460 -2.295 2.453
N 2.049 -2.063 1.812
C 2.303 -2.690 0.694
S 3.524 -3.919 0.434
C 2.961 -4.072 -1.210
C 1.960 -3.204 -1.453
N 1.596 -2.418 -0.393
H 0.696 -7.474 5.907
H 2.016 -8.250 5.156
H 0.332 -5.114 5.763
H 1.104 -2.937 4.866
H 4.350 -4.847 2.914
H 3.610 -7.047 3.791
H 3.427 -4.764 -1.882
H 1.446 -3.090 -2.394
C -2.609 5.017 -5.441
C -2.767 3.656 -5.254
C -2.068 3.010 -4.248
C -1.202 3.714 -3.418
C -1.045 5.078 -3.627
C -1.742 5.728 -4.628
As -0.169 2.728 -2.036
C -0.324 4.156 -0.704
C -1.444 4.102 0.121
C -1.636 5.032 1.124
C -0.705 6.039 1.319
C 0.393 6.126 0.482
C 0.578 5.193 -0.525
C 1.549 3.122 -2.909
C 2.722 3.226 -2.170
C 3.954 3.366 -2.784
C 4.041 3.386 -4.165
C 2.887 3.258 -4.920
C 1.658 3.126 -4.298
H -3.163 5.527 -6.216
H -3.434 3.101 -5.898
H -2.185 1.939 -4.108
H -0.365 5.639 -2.997
H -1.609 6.789 -4.778
H -2.168 3.307 -0.019
H -2.507 4.971 1.762
H -0.835 6.749 2.123
H 1.109 6.924 0.615
H 1.446 5.275 -1.169
H 2.666 3.186 -1.089
H 4.853 3.460 -2.188
H 5.003 3.485 -4.648
H 2.949 3.260 -6.000
H 0.766 3.016 -4.903
*
```

Calculated values
calculated total energy	-321587.316	eV
HOMO-LUMO gap	7.3	eV
energy above the lowest of the compared OMol25 structures with the same formula, charge and spin	27.1	kJ/mol
highest occupied orbital energy	-7.715	eV

=====

Entry from the Open Molecules 2025 dataset: a cluster of 4 separate species, C3H14O3S in total (ωB97M-V/def2-TZVPD).

The geometry in ORCA input format:
```
! wB97M-V def2-TZVPD RIJCOSX def2/J DEFGRID3
* xyz 1 2
C 0.420 2.349 -1.342
C -0.670 1.308 -1.176
S -0.192 0.160 0.091
C -1.692 -0.839 0.241
H 1.396 1.944 -1.588
H 0.167 3.035 -2.135
H 0.595 2.961 -0.490
H -1.578 1.770 -0.811
H -0.957 0.860 -2.124
H -2.634 -0.300 0.214
H -1.636 -1.299 1.226
H -1.661 -1.402 -0.698
H -3.054 1.704 3.019
H -3.035 1.587 1.519
O -2.807 1.091 2.315
H 1.559 -2.918 2.426
H 1.166 -1.591 1.862
O 1.679 -1.972 2.585
H 2.920 -1.005 -3.199
H 3.528 -2.336 -3.591
O 3.166 -1.862 -2.835
*
```

Calculated values
calculated total energy	-20306.867	eV
HOMO-LUMO gap (spin up / spin down)	10.8 / 6.0	eV
energy above the lowest of the compared OMol25 structures with the same formula, charge and spin	60.0	kJ/mol
highest occupied orbital energy (spin up / spin down)	-14.246 / -14.246	eV

=====

Entry from the Open Molecules 2025 dataset: an isolated molecule of C21H24ClN3O2 (ωB97M-V/def2-TZVPD).

The geometry in ORCA input format:
```
! wB97M-V def2-TZVPD RIJCOSX def2/J DEFGRID3
* xyz 0 1
O 2.986 3.798 0.002
C 2.563 3.358 -1.045
C 3.406 3.246 -2.317
C 3.576 1.793 -2.655
C 4.498 1.022 -1.955
C 4.634 -0.329 -2.212
C 3.836 -0.919 -3.179
Cl 4.001 -2.610 -3.508
C 2.910 -0.172 -3.887
C 2.785 1.180 -3.619
N 1.294 2.937 -1.213
C 0.395 2.759 -0.101
C -0.498 1.559 -0.415
O -0.396 0.991 -1.491
N -1.401 1.201 0.512
C -1.562 1.765 1.834
C -1.282 0.673 2.886
N -2.100 -0.506 2.715
C -3.476 -0.367 3.163
C -4.134 -1.718 3.269
C -3.481 -2.752 3.929
C -4.072 -3.996 4.040
C -5.326 -4.221 3.497
C -5.983 -3.197 2.838
C -5.388 -1.953 2.722
C -1.964 -1.019 1.365
C -2.243 0.040 0.288
H 4.370 3.716 -2.121
H 2.901 3.776 -3.125
H 5.110 1.487 -1.197
H 5.352 -0.923 -1.667
H 2.292 -0.641 -4.636
H 2.066 1.760 -4.179
H 1.038 2.382 -2.024
H 0.987 2.600 0.806
H -0.224 3.655 0.035
H -0.893 2.608 1.986
H -2.595 2.119 1.937
H -1.437 1.078 3.887
H -0.236 0.363 2.795
H -3.448 0.088 4.159
H -4.085 0.285 2.516
H -2.502 -2.568 4.344
H -3.556 -4.794 4.554
H -5.790 -5.193 3.586
H -6.960 -3.367 2.410
H -5.905 -1.157 2.203
H -2.642 -1.865 1.240
H -0.936 -1.377 1.250
H -2.019 -0.353 -0.703
H -3.293 0.351 0.321
*
```

Calculated values
calculated total energy	-43255.537	eV
HOMO-LUMO gap	9.2	eV
energy above the lowest of the compared OMol25 structures with the same formula, charge and spin	77.7	kJ/mol
structure (SMILES)	O=C(Cc1ccc(Cl)cc1)NCC(=O)N1CCN(Cc2ccccc2)CC1
highest occupied orbital energy	-8.526	eV

=====

Entry from the Open Molecules 2025 dataset: a structure of composition C14H13NPReS4SbSe (ωB97M-V/def2-TZVPD).

The geometry in ORCA input format:
```
! wB97M-V def2-TZVPD RIJCOSX def2/J DEFGRID3
* xyz 0 2
Re -0.043 0.608 0.217
S -2.148 3.513 3.265
Sb -0.005 3.012 2.722
S 0.203 0.464 2.510
S 0.347 2.882 0.169
S 1.907 3.800 3.641
C 3.675 1.044 -0.031
P 2.178 0.072 -0.380
C 1.968 0.050 -2.183
C 2.716 0.768 -3.106
C 2.311 0.807 -4.431
C 1.171 0.137 -4.841
C 0.422 -0.590 -3.926
C 0.815 -0.622 -2.604
C 2.625 -1.638 0.060
C 3.052 -2.580 -0.869
C 3.303 -3.878 -0.457
C 3.127 -4.237 0.870
C 2.719 -3.294 1.800
C 2.467 -1.997 1.396
H 4.523 0.625 -0.576
H 3.874 1.002 1.041
H 3.504 2.083 -0.319
H 3.601 1.305 -2.798
H 2.884 1.375 -5.147
H 0.852 0.194 -5.871
H -0.465 -1.116 -4.244
H 0.247 -1.209 -1.875
H 3.186 -2.299 -1.906
H 3.633 -4.613 -1.177
H 3.307 -5.256 1.179
H 2.588 -3.565 2.837
H 2.139 -1.255 2.115
Se -4.685 -0.322 -0.171
C -3.056 0.157 -0.026
N -1.927 0.487 0.112
*
```

Calculated values
calculated total energy	-142862.489	eV
HOMO-LUMO gap (spin up / spin down)	5.7 / 5.9	eV
highest occupied orbital energy (spin up / spin down)	-8.071 / -8.021	eV

=====

Entry from the Open Molecules 2025 dataset: a structure of composition C34H44MoN2O2P2S6 (ωB97M-V/def2-TZVPD).

The geometry in ORCA input format:
```
! wB97M-V def2-TZVPD RIJCOSX def2/J DEFGRID3
* xyz 2 1
Mo -0.201 -0.535 0.155
O -3.404 1.074 1.492
C -2.921 0.117 0.975
O -1.978 0.263 -0.007
C -3.284 -1.322 1.306
P -1.967 -2.446 0.702
C -1.146 -3.319 2.020
C -0.304 -2.486 2.948
C 1.083 -3.091 3.289
C 0.983 -4.595 3.411
C -0.017 -5.296 2.883
C -1.025 -4.650 2.049
C -2.770 -3.686 -0.326
C -2.121 -4.206 -1.445
C -2.731 -5.201 -2.196
C -3.981 -5.680 -1.831
C -4.627 -5.173 -0.710
C -4.025 -4.179 0.044
H -4.225 -1.548 0.801
H -3.476 -1.400 2.374
H -0.834 -2.399 3.902
H 1.309 -2.712 4.291
H 1.787 -5.091 3.944
H -0.047 -6.373 2.991
H -1.628 -5.271 1.398
H -1.141 -3.840 -1.724
H -2.226 -5.606 -3.063
H -4.454 -6.456 -2.418
H -5.596 -5.556 -0.420
H -4.528 -3.800 0.926
S 6.366 -1.567 2.355
C 4.832 -2.036 2.123
S 4.021 -1.995 0.582
C 2.417 -2.410 1.141
C 2.284 -2.691 2.449
S -0.074 -0.753 2.431
S 3.743 -2.510 3.399
S 1.204 -2.452 -0.146
S -0.264 -1.122 -2.299
C -1.742 -0.498 -2.988
N -1.594 0.288 -4.079
C -2.615 0.789 -4.806
C -3.902 0.523 -4.435
C -4.112 -0.285 -3.316
C -3.046 -0.794 -2.602
H -0.644 0.488 -4.369
H -2.342 1.389 -5.662
H -4.723 0.922 -5.011
H -5.122 -0.529 -3.012
H -3.202 -1.452 -1.762
C -0.949 3.172 -1.244
C 0.048 3.697 -0.196
C 0.601 5.059 -0.648
C -0.740 3.886 1.110
P 1.428 2.474 0.077
N 0.718 0.950 0.104
C 2.602 2.340 -1.373
C 3.701 3.412 -1.307
C 3.238 0.942 -1.400
C 1.844 2.477 -2.701
C 2.262 2.663 1.735
C 3.402 1.638 1.858
C 1.238 2.382 2.859
C 2.821 4.081 1.942
H -1.798 3.859 -1.241
H -1.333 2.188 -0.985
H -0.546 3.162 -2.251
H -0.243 5.750 -0.706
H 1.059 5.025 -1.634
H 1.316 5.485 0.052
H -1.587 4.535 0.883
H -0.156 4.380 1.883
H -1.146 2.950 1.494
H 4.408 3.228 -0.502
H 3.310 4.425 -1.210
H 4.261 3.366 -2.243
H 3.686 0.634 -0.464
H 4.029 0.961 -2.153
H 2.512 0.184 -1.695
H 1.468 3.479 -2.888
H 1.027 1.755 -2.765
H 2.557 2.243 -3.495
H 3.045 0.611 1.742
H 3.813 1.733 2.865
H 4.218 1.815 1.163
H 0.438 1.710 2.565
H 0.784 3.297 3.228
H 1.766 1.916 3.692
H 3.591 4.354 1.227
H 3.275 4.100 2.935
H 2.041 4.839 1.935
*
```

Calculated values
calculated total energy	-128480.676	eV
HOMO-LUMO gap	4.9	eV
energy above the lowest of the compared OMol25 structures with the same formula, charge and spin	54.6	kJ/mol
highest occupied orbital energy	-12.358	eV

=====

The records above yield strongest force on any atom values of 0.027; 0.058; 0.025; 0.011; 0.097; 0.007 hartree/bohr, respectively.